No. 1
The following is a DFT calculation (wB97M-V/def2-TZVPD) of C19H26N8OPd as an isolated structure.

Properties
**Total charge**: 0
**Spin multiplicity**: 1
**E_HOMO**: -6.374 eV
**Energy**: -1380.845302 Eh
**Energy above the lowest of the compared OMol25 structures with the same formula, charge and spin**: 0.00 kcal per mole
**Molecular weight**: 488.89 g/mol

```
55
Properties=species:S:1:pos:R:3:lowdin_charge:R:1
Pd -1.00094 0.17693 0.40154 0.633
N -1.70429 0.31309 2.61943 -0.050
C -1.21285 1.41509 3.44700 -0.268
C -1.61170 2.76714 2.87117 -0.200
C -0.89788 3.18360 1.59468 -0.260
N -1.33388 2.39460 0.43229 -0.057
H -2.71330 0.34820 2.51589 0.065
H -1.45669 -0.58518 3.01371 0.078
H -0.12340 1.34009 3.49233 0.113
H -1.58579 1.35148 4.47618 0.106
H -1.41615 3.52894 3.62925 0.111
H -2.69404 2.77976 2.69389 0.110
H 0.18009 3.04790 1.70963 0.111
H -1.08159 4.25069 1.42780 0.108
H -0.96325 2.79775 -0.41902 0.080
H -2.35112 2.43415 0.36111 0.053
N 4.21074 -0.05512 -1.55371 0.159
C 5.57166 -0.06847 -1.33492 -0.198
C 6.63210 0.59149 -1.94210 -0.033
C 7.89624 0.32955 -1.44440 -0.108
C 8.09183 -0.55970 -0.37839 -0.106
C 7.02983 -1.21207 0.21937 -0.023
C 5.74918 -0.96225 -0.26802 -0.233
N 4.52827 -1.47105 0.13870 0.172
C 3.64160 -0.91305 -0.64251 -0.278
C 2.20035 -1.15031 -0.57402 -0.184
C 1.69981 -2.13091 0.33314 -0.058
C 0.36417 -2.34088 0.41420 -0.179
N -0.58112 -1.69784 -0.35716 -0.151
C -0.10367 -0.71984 -1.22798 -0.333
C 1.30328 -0.46629 -1.33670 -0.055
H 3.72506 0.45475 -2.26750 0.143
H 6.48343 1.27866 -2.76537 0.104
H 8.75275 0.82115 -1.88703 0.095
H 9.09766 -0.73577 -0.01986 0.095
H 7.17553 -1.89938 1.04212 0.108
H 2.39065 -2.69757 0.93985 0.099
H -0.03873 -3.08579 1.09223 0.099
H -0.71915 -0.51677 -2.10215 0.081
H 1.61411 0.28263 -2.05699 0.095
C -5.96219 -1.78090 -2.18125 -0.041
N -5.38125 -0.98091 -1.13064 -0.106
C -5.83738 0.35070 -0.78477 -0.045
C -4.66727 0.84997 0.07502 -0.494
O -4.61908 1.95016 0.59935 0.020
N -3.70592 -0.10955 0.12086 0.134
C -4.11999 -1.11527 -0.64535 -0.415
N -3.34383 -2.15977 -0.91173 0.207
H -7.03604 -1.60665 -2.20449 0.091
H -5.81301 -2.84225 -1.98165 0.084
H -5.55002 -1.54161 -3.16710 0.095
H -6.76961 0.34436 -0.21859 0.132
H -5.95790 0.98761 -1.66489 0.134
H -2.34072 -2.09550 -0.63960 0.059
H -3.64455 -2.86979 -1.55284 0.096
```

No. 2
The following is a DFT calculation (wB97M-V/def2-TZVPD) of C19H26O2OsSbSe4Si as an isolated structure in a non-equilibrium geometry.

Properties
**Total charge**: -1
**Spin multiplicity**: 1
**E_HOMO**: -5.067 eV
**Energy**: -11116.408442 Eh
**Energy above the lowest of the compared OMol25 structures with the same formula, charge and spin**: 5.31 kcal per mole
**Molecular weight**: 942.33 g/mol

```
54
Properties=species:S:1:pos:R:3:lowdin_charge:R:1
Os 1.10583 -1.96713 1.59664 0.760
Se 5.23482 -4.59334 3.52825 -0.212
Sb 4.06816 -2.50298 3.61994 -0.228
Se 3.29423 -1.56243 1.27873 0.134
Se 1.39216 -2.87086 3.62624 0.149
Se 4.75336 -0.75293 5.10384 -0.209
C 1.41734 2.27350 1.61365 -0.093
C 0.14821 2.19133 0.75855 -0.600
C -1.03638 1.86763 1.67521 -0.093
C -0.08831 3.53316 0.05922 -0.096
Si 0.32958 0.77152 -0.52294 0.480
O 0.67375 -0.59215 0.23231 -0.548
C -1.32148 0.51032 -1.40006 -0.204
C -1.93107 1.47363 -2.20718 -0.114
C -3.15908 1.23263 -2.80809 -0.097
C -3.80297 0.01997 -2.60994 -0.104
C -3.21506 -0.94945 -1.80885 -0.087
C -1.98654 -0.70241 -1.21180 -0.076
C 1.69813 1.20979 -1.75497 -0.198
C 1.42348 1.47751 -3.09770 -0.091
C 2.44186 1.76394 -3.99722 -0.097
C 3.76094 1.78152 -3.57045 -0.102
C 4.05564 1.52172 -2.23925 -0.084
C 3.03179 1.24236 -1.34597 -0.104
H 1.26361 2.94930 2.46218 0.084
H 2.26982 2.64261 1.03884 0.072
H 1.67948 1.29537 2.02318 0.054
H -1.16370 2.65567 2.42612 0.081
H -0.86255 0.92717 2.20623 0.073
H -1.97084 1.77071 1.11582 0.075
H -0.10588 4.34839 0.79150 0.081
H -1.04602 3.53680 -0.46823 0.062
H 0.70233 3.74576 -0.66601 0.076
H -1.44249 2.42905 -2.36696 0.092
H -3.61282 1.99434 -3.43158 0.096
H -4.76163 -0.16719 -3.07913 0.094
H -3.71068 -1.89989 -1.64991 0.093
H -1.52938 -1.45870 -0.58171 0.077
H 0.39842 1.44386 -3.44792 0.084
H 2.20130 1.96704 -5.03437 0.096
H 4.55708 1.98810 -4.27562 0.095
H 5.08120 1.53084 -1.89100 0.102
H 3.28408 1.03875 -0.31298 0.061
C -2.47160 -2.75793 2.82729 -0.056
C -1.53371 -3.58862 1.94937 -0.587
C -2.30895 -4.37747 0.89418 -0.050
O -0.61599 -2.74492 1.33442 -0.484
H -3.27723 -3.37501 3.22670 0.075
H -2.89591 -1.94560 2.23300 0.082
H -1.91401 -2.32312 3.65829 0.063
H -1.00842 -4.30828 2.60077 0.103
H -2.72085 -3.68843 0.15376 0.066
H -3.12507 -4.92825 1.36336 0.075
H -1.64799 -5.07721 0.38227 0.078
```

No. 3
The following is a DFT calculation (wB97M-V/def2-TZVPD) of C19H27BeBrCaClCsF14O11P as an isolated structure in a non-equilibrium geometry.

Properties
**Total charge**: -1
**Spin multiplicity**: 1
**E_HOMO**: -3.938 eV
**Energy**: -7053.160813 Eh
**Molecular weight**: 1025.71 g/mol

```
77
Properties=species:S:1:pos:R:3:lowdin_charge:R:1
C -3.54997 -4.95635 3.88308 0.148
C -4.27555 -4.02486 3.76882 -0.275
O -5.07933 -3.00708 3.49155 -0.097
P -4.87243 -1.76429 4.56831 0.412
O -5.50243 -2.14988 5.81644 -0.208
O -5.68693 -0.55846 3.88362 -0.078
O -3.34041 -1.38906 4.73628 -0.129
C -2.84258 -0.38206 3.82579 -0.190
C -2.94175 -0.82287 2.31981 -0.042
C -1.64717 -0.50359 1.57944 -0.391
F -0.50741 -1.06819 2.13454 -0.009
F -1.43864 0.84717 1.68876 0.035
C -1.64996 -0.82778 0.03541 -0.321
F -1.82351 0.29662 -0.69725 0.137
F -0.38986 -1.21208 -0.24414 0.120
C -2.56034 -2.00220 -0.47140 -0.367
F -2.07955 -2.43456 -1.60668 -0.021
F -2.43766 -3.05746 0.37412 0.162
C -4.07999 -1.66630 -0.61827 -0.260
F -4.72004 -2.36150 0.34927 0.136
F -4.40428 -0.33076 -0.39414 0.016
C -4.71824 -2.13391 -1.99814 -0.355
F -4.13409 -1.54395 -3.09943 0.127
F -4.50221 -3.41957 -2.11191 0.131
C -6.30600 -1.92577 -2.16435 -0.589
F -6.52707 -1.00816 -3.26245 -0.392
F -7.01410 -1.42767 -1.00142 -0.351
F -6.89396 -2.98630 -2.51938 0.000
H -3.06200 -5.90544 3.88595 0.045
H -6.30748 -0.92495 3.23789 0.098
H -3.42681 0.54132 3.92160 0.124
H -1.82127 -0.08982 4.10477 -0.015
H -3.14158 -1.89752 2.36691 0.116
H -3.81104 -0.29058 1.93639 0.121
Be 0.22953 0.31867 3.57192 0.500
F -2.57433 -4.10787 -2.93041 -0.460
Cl -6.29061 -4.02080 -4.48938 -0.373
Cs -6.85713 0.55666 -1.85459 1.730
C 1.88604 -0.44701 -2.75000 -0.187
O 2.97606 -0.19564 -3.58701 -0.140
C 2.59058 0.46622 -4.78229 -0.167
C 2.88368 1.93716 -4.63654 -0.152
O 2.05238 2.50281 -3.59637 -0.378
C 2.76278 2.61287 -2.36561 -0.279
H 2.25202 -0.68310 -1.75278 0.075
H 1.20250 0.40156 -2.68826 0.093
H 1.30023 -1.38681 -3.13717 -0.195
H 1.53845 0.28676 -5.01636 0.140
H 3.18412 0.06002 -5.60344 0.142
H 2.64071 2.45279 -5.56744 0.132
H 3.94087 2.11246 -4.42649 0.135
H 3.43049 3.49883 -2.40988 0.038
H 3.34842 1.72663 -2.13610 0.120
H 2.02349 2.75600 -1.55877 0.008
C 2.45613 -0.14856 0.91817 -0.974
O 1.64359 0.80451 0.91599 -0.018
O 3.48470 -0.19477 1.65713 0.083
O 2.35838 -1.17408 0.18434 0.089
Ca 1.49264 4.50208 -2.42129 1.030
Br -0.11644 -2.26142 -3.30300 0.754
O 0.10696 -2.62862 -6.52814 -0.315
H 0.26256 -2.58667 -5.58317 -0.267
C 6.63225 3.09382 4.10057 -0.078
C 6.11271 4.21918 3.22210 -0.284
O 6.72044 4.27007 1.94382 -0.165
C 6.53588 3.12715 1.12547 -0.276
C 5.08195 2.84529 0.79272 -0.082
H 7.72196 3.12130 4.15521 0.080
H 6.22466 3.18038 5.10845 0.076
H 6.34761 2.11557 3.71019 0.070
H 6.33782 5.17475 3.69846 0.114
H 5.02278 4.16612 3.12539 0.108
H 7.00789 2.25001 1.58027 0.112
H 7.08129 3.32855 0.20195 0.115
H 4.51735 2.54666 1.67590 0.068
H 5.00810 2.03544 0.06583 0.073
H 4.60218 3.73789 0.38167 0.066
```

Results for Kohn-Sham gap: 6.83, 6.07, 1.67 (in eV, following the order of the records).